## w
Here is a structure of composition C2H6NO4S from the Open Molecules 2025 dataset. Energies are from ωB97M-V with the def2-TZVPD basis set.

## Properties
Multiplicity   1
Net charge   -1
Highest occupied orbital energy   -5.07 eV

Element x y z (Å)
C1 -0.060 -0.052 2.622
C2 -0.211 1.268 1.811
N1 -0.086 1.480 0.596
O1 -0.316 -1.926 -2.202
O2 0.542 -1.023 -4.573
O3 0.512 0.395 -2.539
O4 0.230 0.347 -0.141
S1 -0.271 -0.607 -3.411
H1 0.805 -0.492 2.271
H2 0.063 0.216 3.635
H3 -0.844 -0.785 2.322
H4 -0.415 -1.539 -1.357
H5 -0.351 2.231 2.275
H6 0.403 0.486 -1.306

## x
Here is a cluster of 3 separate species, C2H6NO4S in total from the Open Molecules 2025 dataset. Energies are from ωB97M-V with the def2-TZVPD basis set.

## Properties
Multiplicity   1
Net charge   -1
Highest occupied orbital energy   -4.37 eV

Element x y z (Å)
C1 1.911 -0.045 0.345
C2 1.560 0.956 1.105
N1 2.261 -0.747 -0.638
O1 -0.750 -1.700 1.774
O2 -1.988 -0.265 0.184
O3 -1.705 1.987 -1.315
O4 -0.764 -2.322 -0.972
S1 -0.756 -1.011 0.417
H1 -1.940 1.265 -0.639
H2 0.526 1.310 1.050
H3 2.219 1.565 1.831
H4 -0.923 -2.006 -1.768
H5 2.107 -1.745 -0.671
H6 -1.757 2.756 -0.703

Sorted by energy, starting with the most stable: w, x.

## w
Here is a structure of composition C2H2N4O3 from the Open Molecules 2025 dataset. Energies are from ωB97M-V with the def2-TZVPD basis set.

## Properties
Multiplicity   1
Highest occupied orbital energy   -9.38 eV

Element x y z (Å)
C1 0.061 0.738 0.429
C2 -0.203 -1.032 -1.044
H1 -0.146 3.731 0.567
H2 -0.448 -2.378 -2.119
N1 0.033 1.927 0.831
N2 -0.346 -1.788 1.186
N3 -0.376 -2.031 0.022
N4 -0.069 -1.312 -2.248
O1 0.533 2.866 -0.016
O2 0.154 -0.241 1.607
O3 0.156 0.229 -0.754

## x
Here is the molecule C2H2N4O3 from the Open Molecules 2025 dataset. Energies are from ωB97M-V with the def2-TZVPD basis set.

## Properties
Multiplicity   1
Highest occupied orbital energy   -10.45 eV

Element x y z (Å)
C1 -1.564 -0.703 -0.309
C2 -0.199 -0.090 -0.331
N1 -2.583 0.115 0.214
N2 -2.286 1.164 0.765
N3 -1.031 1.477 0.647
N4 -0.308 2.467 1.337
O1 0.876 2.211 1.428
O2 -1.785 -1.799 -0.800
O3 -0.992 3.337 1.773
H1 0.573 -0.106 0.521
H2 0.094 0.394 -1.170

Sorted by energy, starting with the most stable: x, w.

## w
Here is a cluster of 3 separate species, C3H10NO in total from the Open Molecules 2025 dataset. Energies are from ωB97M-V with the def2-TZVPD basis set.

## Properties
Multiplicity   1
Net charge   +1
Highest occupied orbital energy   -14.61 eV

Element x y z (Å)
C1 0.840 -0.668 1.272
C2 -0.409 0.427 -0.253
C3 -1.554 -0.425 -0.734
O1 -1.195 -0.810 -2.029
N1 2.089 1.255 1.606
H1 0.505 -0.252 2.197
H2 1.314 -1.007 0.361
H3 0.487 0.357 -0.869
H4 -0.486 1.483 0.031
H5 -2.385 0.286 -0.662
H6 -1.648 -1.218 0.022
H7 -1.939 -1.028 -2.604
H8 1.110 1.282 1.803
H9 2.435 1.070 2.570
H10 2.838 0.959 1.000

## x
Here is the ion C3H10NO with charge +1 from the Open Molecules 2025 dataset. Energies are from ωB97M-V with the def2-TZVPD basis set.

## Properties
Multiplicity   1
Net charge   +1
Highest occupied orbital energy   -14.98 eV

Element x y z (Å)
C1 1.977 0.740 -0.094
N1 1.166 -0.460 -0.281
C2 -0.182 -0.566 0.424
O1 -1.026 0.153 -0.597
C3 -2.341 0.152 -0.075
H1 2.599 0.803 0.774
H2 2.667 0.711 -0.941
H3 1.393 1.624 -0.176
H4 0.749 -0.536 -1.299
H5 1.624 -1.398 0.053
H6 -0.266 -0.144 1.445
H7 -0.384 -1.648 0.548
H8 -2.730 1.212 -0.136
H9 -2.344 -0.073 1.052
H10 -2.903 -0.571 -0.695

Sorted by energy, starting with the most stable: x, w.

## w
Here is a cluster of 2 separate species, C3H10NO in total from the Open Molecules 2025 dataset. Energies are from ωB97M-V with the def2-TZVPD basis set.

## Properties
Multiplicity   1
Net charge   +1
Highest occupied orbital energy   -14.58 eV

Element x y z (Å)
C1 -1.364 -0.033 0.395
C2 -0.165 -0.878 0.124
C3 -0.070 -2.200 0.250
N1 0.962 -0.230 -0.718
H1 -2.012 0.067 -0.501
H2 -2.010 -0.356 1.247
H3 -1.157 1.007 0.557
H4 0.760 -2.793 -0.285
H5 -0.779 -2.860 0.769
H6 0.948 -0.716 -1.705
H7 1.893 -0.394 -0.307
H8 0.761 0.818 -0.859
H9 0.421 2.846 1.048
H10 1.137 3.180 -0.261
O1 0.674 2.543 0.247

## x
Here is the ion C3H10NO with charge +1 from the Open Molecules 2025 dataset. Energies are from ωB97M-V with the def2-TZVPD basis set.

## Properties
Multiplicity   1
Net charge   +1
Highest occupied orbital energy   -16.51 eV

Element x y z (Å)
C1 -0.745 0.271 1.229
N1 -0.399 -0.153 -0.198
C2 -0.203 0.990 -1.155
C3 0.735 -1.107 -0.239
O1 1.854 -0.535 0.316
H1 -0.026 0.894 1.656
H2 -1.670 0.948 1.376
H3 -0.904 -0.696 1.881
H4 -1.239 -0.647 -0.562
H5 0.087 1.881 -0.534
H6 0.643 0.688 -1.857
H7 -1.125 1.183 -1.822
H8 0.393 -2.068 0.119
H9 0.974 -1.199 -1.406
H10 1.624 -0.450 1.195

Sorted by energy, starting with the most stable: w, x.